(1)
15
Properties=species:S:1:pos:R:3:nbo_charge:R:1 method="wB97M-V/def2-TZVPD" orbital_gap_ev=9.222 total_charge=0 homo_energy_ev=-9.158
C -2.5292 0.0695 0.2491 -0.165
C -1.1036 0.4568 0.2500 0.286
C -0.4104 1.5777 -0.0859 -0.315
C 1.0261 1.3381 -0.1430 -0.170
C 1.0956 -0.0049 0.0191 0.146
C 2.2794 -0.8325 0.0927 0.375
H -2.7633 -0.6024 -1.2382 0.470
H -2.4975 0.0149 1.4308 0.203
H -3.2105 0.9022 -0.0517 0.201
H -0.8145 2.4785 -0.3240 0.215
H 1.6393 1.9890 -0.3328 0.203
H 2.3291 -2.0909 0.0998 0.120
O -2.7634 -1.2158 -0.3266 -0.638
O 3.3807 -0.4420 -0.0802 -0.518
O -0.2211 -0.6321 0.1724 -0.412

(2)
14
Properties=species:S:1:pos:R:3:nbo_charge:R:1 method="wB97M-V/def2-TZVPD" orbital_gap_ev=7.235 total_charge=0 homo_energy_ev=-8.957
C 1.2460 -0.4951 2.1183 -0.120
C 0.4978 -0.3854 0.8255 0.063
C 0.3197 0.7959 0.1242 -0.350
C -0.5206 0.6359 -1.0495 -0.107
C -1.0236 -0.8204 -0.9552 -0.231
C -0.4033 -1.4454 0.1102 -0.231
H 0.9939 -2.3863 2.6337 0.466
H 0.4425 0.0826 2.8436 0.190
H 1.9367 0.2932 2.0524 0.210
H 0.9454 1.6624 0.1526 0.226
H -1.9725 -1.1548 -1.6409 0.251
H -0.4000 -2.4027 0.6648 0.222
O 1.8435 -1.7435 2.5977 -0.678
S -1.0869 1.7588 -2.1581 0.089

(3)
13
Properties=species:S:1:pos:R:3:lowdin_spin:R:1 method="wB97M-V/def2-TZVPD" orbital_gap_ev="8.076 / 8.846" total_charge=0 multiplicity=2 s2=0.800 homo_energy_ev="-6.936 / -9.049"
H -1.2136 0.2408 -2.1085 0.022
C 1.2405 -0.2669 1.1934 0.321
C 1.0744 0.9802 0.5039 -0.002
C 0.1216 1.2121 -0.4814 0.232
C -0.8746 0.2012 -1.0756 0.090
C -0.5357 -1.0956 -0.3542 0.262
C 0.4355 -1.2952 0.6370 -0.002
H 0.5232 -2.2865 1.1032 -0.007
H -1.2138 -1.9344 -0.5524 0.012
H -1.8570 0.5075 -0.6425 0.049
H -0.0359 2.2431 -0.7915 0.011
H 1.6803 1.8198 0.8658 -0.006
H 1.8856 -0.3916 2.0777 0.019

(4)
105
Properties=species:S:1:pos:R:3:lowdin_charge:R:1 method="wB97M-V/def2-TZVPD" orbital_gap_ev=7.693 total_charge=0 homo_energy_ev=-8.993
O -0.1689 -3.9441 -4.5697 -0.020
H 0.1276 -3.9183 -5.4795 0.059
H -1.1162 -3.8172 -4.6223 0.045
O -0.5140 3.2263 3.3077 -0.051
H -0.8463 3.6881 2.5380 -0.011
H -1.1344 2.5102 3.4444 0.006
O 2.5002 3.0199 -3.0909 -0.029
H 2.4903 3.0348 -4.0479 0.074
H 1.9723 3.7759 -2.8336 0.029
O -4.1264 4.1273 1.6633 -0.063
H -4.7142 3.3719 1.6582 -0.018
H -3.3236 3.8095 1.2500 -0.010
O -2.6335 -2.3535 4.5762 -0.056
H -3.0208 -3.2278 4.6186 0.035
H -2.7541 -2.0815 3.6664 -0.029
O 1.7114 0.3887 -3.4739 -0.035
H 2.1136 1.2558 -3.4222 0.002
H 2.3583 -0.1491 -3.9303 0.069
O -2.5863 -2.1289 1.8620 -0.044
H -2.3269 -2.9998 1.5613 0.055
H -2.1723 -1.5279 1.2427 -0.004
O 5.0324 3.6098 -1.9422 -0.041
H 5.5508 2.9488 -2.4010 0.050
H 4.1375 3.4704 -2.2520 -0.008
O -3.3001 -3.6988 -1.5206 -0.035
H -3.6211 -2.8026 -1.6216 0.023
H -3.8456 -4.2171 -2.1123 0.047
O -0.7200 0.7632 -4.7562 -0.045
H -0.2253 1.1778 -5.4630 0.053
H -0.1563 0.8473 -3.9872 0.006
O 4.0596 -0.5937 1.1721 -0.038
H 4.6513 0.1482 1.2979 0.031
H 3.7901 -0.5330 0.2557 -0.004
O -1.3258 -5.9100 -1.5568 -0.053
H -2.1121 -5.3843 -1.4098 -0.018
H -0.6366 -5.2683 -1.7280 -0.002
O 4.9679 -3.0475 -1.2293 -0.051
H 4.3123 -2.4533 -0.8642 -0.030
H 5.7769 -2.5360 -1.2382 0.032
O -4.2917 0.1961 -1.8309 -0.040
H -3.8594 -0.1941 -2.5905 -0.014
H -4.2356 1.1397 -1.9813 0.020
O 2.4885 -1.3327 -1.2731 -0.046
H 2.0187 -2.1265 -1.5287 0.010
H 2.5172 -0.8036 -2.0703 0.011
O 0.9796 5.5629 -2.7593 -0.030
H 0.1264 5.9162 -3.0114 0.051
H 1.2986 6.1636 -2.0858 0.055
O -4.8456 3.3134 -2.8304 -0.044
H -4.4048 3.2779 -3.6793 -0.014
H -4.8195 4.2382 -2.5850 0.042
O 5.0360 3.9972 0.8901 -0.059
H 4.8282 3.9084 -0.0401 -0.029
H 5.5548 3.2195 1.0954 0.021
O 1.9064 -3.7508 -2.6959 -0.029
H 1.2222 -3.8250 -3.3612 0.002
H 2.7256 -3.7749 -3.1904 0.067
O -4.9899 1.5281 1.5285 -0.027
H -5.0466 1.0589 0.6961 0.049
H -5.2372 0.8791 2.1872 0.069
O -3.1934 2.6523 -5.2073 -0.040
H -2.3902 2.1341 -5.1569 0.001
H -3.8970 2.0036 -5.2233 0.046
O 4.6586 0.1822 4.2052 -0.050
H 4.5595 1.1317 4.2746 0.032
H 4.0366 -0.0749 3.5246 0.002
O -2.1899 0.9805 2.8296 -0.027
H -2.3289 0.0626 2.5963 0.012
H -2.9059 1.4484 2.4000 0.014
O -1.2650 4.8103 1.0223 -0.020
H -0.9249 4.5870 0.1559 0.048
H -1.2142 5.7654 1.0613 0.064
O -2.6350 -1.3038 -3.4375 -0.028
H -2.7549 -2.0451 -4.0310 0.052
H -1.8837 -0.8298 -3.7942 0.020
O 1.5703 4.9859 3.9764 -0.060
H 1.5132 5.7447 3.3958 0.015
H 0.9448 4.3586 3.6137 -0.030
C 0.5238 -1.3155 5.6278 -0.097
C 0.9112 -2.2856 6.7345 -0.304
O 0.0838 -3.4208 6.5664 -0.091
H 0.6740 -1.6718 4.6087 0.068
H 1.0102 -0.3409 5.6699 0.068
H -0.4929 -0.9251 5.6724 0.067
H 0.6126 -1.8252 7.6763 0.097
H 1.9484 -2.5419 6.9503 0.112
H -0.7402 -3.1047 6.1885 0.048
C 2.2115 -3.4051 1.3715 -0.069
C 0.8058 -3.7508 0.9659 -0.315
O 0.8960 -4.5248 -0.1920 -0.076
H 2.5842 -4.2883 1.8902 0.088
H 2.2469 -2.4793 1.9457 0.070
H 2.9458 -3.2730 0.5768 0.050
H 0.1279 -2.9310 0.7283 0.092
H 0.3665 -4.2152 1.8488 0.119
H 1.2403 -3.9862 -0.9083 0.025
C 0.3817 0.5987 0.0349 -0.047
C -0.8430 0.2062 -0.7569 -0.316
O -1.9460 -0.2305 -0.0181 -0.092
H 0.3139 1.1916 0.9471 0.078
H 1.0251 1.1505 -0.6504 0.068
H 0.7760 -0.3463 0.4084 0.064
H -0.6534 -0.6361 -1.4222 0.102
H -1.2058 0.9577 -1.4581 0.105
H -2.6483 -0.3738 -0.6567 0.047

(5)
24
Properties=species:S:1:pos:R:3:nbo_charge:R:1 method="wB97M-V/def2-TZVPD" orbital_gap_ev=6.982 total_charge=0 homo_energy_ev=-10.540
O 3.7787 -1.2831 0.4114 -0.461
C 3.1086 -0.9836 -0.7129 0.408
I 2.7126 -2.4903 -2.3115 0.108
C 2.4620 0.5257 -1.0319 -0.566
C 0.8419 0.3025 -1.1354 0.095
C -0.0644 0.7306 -2.4161 -0.174
C -1.5906 0.3006 -2.1415 0.047
N -2.0430 -0.3550 -0.9263 -0.402
P -3.8116 -0.7985 -0.8737 0.911
S -4.4334 -1.4787 -2.5933 -0.484
N -1.3999 -0.7060 0.1923 -0.119
C 0.0164 -0.3675 0.0585 0.024
H 2.7840 1.3060 -0.1885 0.329
H 2.8775 0.9618 -2.0391 0.269
H 0.3484 1.2478 -3.3752 0.290
H -2.3770 0.5415 -2.9963 0.296
H -4.0169 -1.8496 0.1267 0.071
H -4.5609 0.3479 -0.3868 0.037
H 0.6719 -0.6475 1.0189 0.315
F 0.1273 -0.6645 4.1507 -0.799
Al 0.9391 0.9391 4.2641 2.198
F -0.1789 2.1251 5.0303 -0.792
F 1.3780 1.5080 2.6126 -0.812
F 2.4301 0.7879 5.2629 -0.790

(6)
33
Properties=species:S:1:pos:R:3:nbo_charge:R:1 method="wB97M-V/def2-TZVPD" orbital_gap_ev="6.610 / 6.609" total_charge=0 homo_energy_ev="-8.809 / -8.807"
Tc -0.1880 0.7760 0.4377 0.639
N -0.2210 0.4279 -1.9272 -0.796
C -0.4799 -0.8182 -2.6896 -0.326
C -0.8668 -1.8462 -1.6572 0.690
O -1.9963 -2.1926 -1.4516 -0.522
N 0.1775 -2.2285 -0.7994 -0.300
C 1.6075 -2.0097 -0.9968 -0.356
C 2.3246 -0.7246 -0.5144 0.767
O 3.5202 -0.7480 -0.6783 -0.582
O 1.7010 0.2951 0.0181 -0.694
H -0.9445 1.1035 -2.1509 0.416
H 0.6558 0.8562 -2.2093 0.412
H 0.3902 -1.1063 -3.2753 0.220
H -1.3243 -0.6997 -3.3633 0.235
H 1.8150 -2.1089 -2.0592 0.242
H 2.1308 -2.8365 -0.5187 0.257
N -1.1055 -0.8748 3.4123 -0.558
C -0.8027 -1.6535 2.3556 0.490
N -0.6696 -3.0019 2.4124 -0.267
N -0.3091 -3.3861 1.2247 0.055
N -0.2228 -2.3191 0.4902 0.153
N -0.5565 -1.1898 1.1399 -0.321
C -0.9104 0.4884 3.4244 0.465
N -1.1251 1.2278 4.4790 -0.351
N -0.8034 2.4834 4.0762 -0.030
N -0.4205 2.4959 2.8648 -0.096
N -0.4637 1.2173 2.3781 -0.391
H -1.3608 -1.3155 4.2823 0.448
S 0.9012 5.8250 -4.0717 -0.411
As -0.2332 4.8748 -2.7040 0.695
S 0.2361 3.1525 0.0958 0.227
S -1.6505 2.4359 -0.2683 -0.129
S 1.1947 3.4003 -1.7564 -0.282

| no. | DFT total energy (eV) |
| --- | --- |
| 1 | -12457.1297 |
| 2 | -19198.2888 |
| 3 | -6333.0247 |
| 4 | -66735.6244 |
| 5 | -57053.9351 |
| 6 | -135246.0732 |